The following is a DFT calculation (ωB97M-V with the def2-TZVPD basis set) of a structure of composition C31H43Cl2O2OsP3S.

Output
<S²>: 6.053
HOMO energy (spin up / spin down): -10.34 / -13.76 eV
Charge: +2
2S+1: 5
Energy above the lowest of the compared OMol25 structures with the same formula, charge and spin: 0.0 kcal/mol
Gap between HOMO and LUMO (spin up / spin down): 5.404 / 6.166 eV

Geometry (Å):
P (1.239749, 1.093262, -1.596977)
C (2.980902, 1.347223, -1.968010)
C (3.570009, 0.793951, -3.116140)
H (2.988609, 0.129855, -3.756357)
C (4.892274, 1.097613, -3.437463)
H (5.339271, 0.669827, -4.335914)
C (5.634321, 1.949325, -2.612177)
H (6.664041, 2.190642, -2.869511)
C (5.055684, 2.486026, -1.457473)
H (5.632103, 3.147487, -0.810473)
C (3.736525, 2.179346, -1.126856)
H (3.282344, 2.585328, -0.223408)
C (0.653643, -0.294064, -2.570328)
C (1.241293, -1.555156, -2.358358)
H (2.084205, -1.647640, -1.670890)
C (0.750482, -2.671203, -3.031917)
H (1.177704, -3.652422, -2.825767)
C (-0.263176, -2.515276, -3.982390)
H (-0.624587, -3.383136, -4.533543)
C (-0.800797, -1.254032, -4.242641)
H (-1.564747, -1.123827, -5.013177)
C (-0.362157, -0.144003, -3.525370)
H (-0.776088, 0.846835, -3.723805)
C (0.392693, 2.615810, -2.032082)
C (0.728562, 3.262880, -3.233327)
H (1.506434, 2.843448, -3.873263)
C (0.076015, 4.440548, -3.596733)
H (0.346798, 4.941136, -4.525797)
C (-0.921854, 4.970055, -2.767156)
H (-1.450886, 5.874274, -3.067370)
C (-1.231058, 4.351111, -1.554867)
H (-2.008317, 4.753110, -0.903825)
C (-0.539303, 3.204434, -1.163536)
H (-0.700702, 2.777811, -0.174825)
Os (0.090928, -0.318261, 2.756358)
C (-1.658860, -1.182255, 2.370279)
C (-2.018571, -1.286805, 1.069932)
H (-2.279711, -1.605205, 3.173041)
C (-1.129641, -0.549054, 0.086025)
O (-1.963502, 0.455878, -0.539087)
H (-1.417131, 1.004242, -1.138877)
C (0.088570, 0.059892, 0.770228)
H (-0.763378, -1.275657, -0.669219)
C (1.056553, 0.768337, 0.148710)
Cl (-0.315299, -0.915855, 5.009868)
Cl (2.198291, 0.688817, 3.236114)
P (1.303812, -2.275798, 2.616500)
C (2.187979, -2.769880, 4.134274)
H (1.471813, -3.158658, 4.863876)
H (2.696197, -1.897437, 4.553994)
H (2.923773, -3.539197, 3.872346)
C (0.383278, -3.782989, 2.168851)
H (-0.073716, -3.664019, 1.180224)
H (-0.402438, -3.960958, 2.909801)
H (1.070596, -4.638350, 2.148209)
C (2.637419, -2.261348, 1.377238)
H (3.161561, -1.302866, 1.416029)
H (2.220832, -2.416144, 0.377330)
H (3.334049, -3.074656, 1.613824)
P (-3.551004, -2.088832, 0.508978)
C (-4.219693, -3.144544, 1.787310)
C (-3.127909, -3.015460, -0.967171)
H (-4.443943, -2.551282, 2.684317)
H (-3.505008, -3.938583, 2.045089)
H (-5.145589, -3.605659, 1.415734)
H (-2.746258, -2.336042, -1.744299)
H (-4.030153, -3.528839, -1.330782)
H (-2.356943, -3.763784, -0.727143)
C (-4.670658, -0.750631, 0.115374)
H (-4.802267, -0.129733, 1.012311)
H (-5.637148, -1.160007, -0.206119)
H (-4.207134, -0.142118, -0.672291)
H (1.853363, 1.189772, 0.765490)
C (-0.492006, 2.462907, 4.907986)
S (-0.622829, 2.209258, 3.139616)
C (-2.370896, 2.484891, 2.882178)
O (0.081478, 3.255923, 2.365646)
H (-1.454153, 2.182974, 5.346767)
H (-0.281830, 3.516012, 5.093059)
H (0.287899, 1.805692, 5.293896)
H (-2.500694, 3.574402, 2.841981)
H (-2.630369, 2.017561, 1.925490)
H (-2.959652, 2.043775, 3.692444)

Force components x, y, z for each atom (eV/Å):
P 0.65 0.40 -0.30
C 0.48 -0.17 0.04
C -0.14 0.07 0.07
H 0.20 0.18 0.09
C 0.00 0.09 0.15
H -0.12 0.14 0.29
C -0.32 -0.12 0.00
H -0.24 -0.04 0.07
C -0.10 -0.08 0.01
H -0.15 -0.21 -0.18
C -0.02 -0.04 -0.16
H 0.19 0.08 -0.17
C -0.18 -0.30 -0.36
C -0.21 0.08 0.01
H -0.26 -0.03 -0.13
C 0.13 0.24 0.05
H -0.08 0.24 -0.17
C -0.07 0.06 0.05
H 0.09 0.22 0.12
C -0.11 -0.08 -0.08
H 0.26 -0.10 0.27
C 0.26 0.09 0.21
H 0.03 -0.30 0.05
C -0.17 0.47 0.08
C -0.16 0.00 -0.10
H -0.20 0.15 0.08
C 0.01 -0.20 0.23
H -0.09 -0.12 0.25
C 0.06 -0.20 0.00
H 0.15 -0.23 0.09
C 0.13 -0.04 -0.08
H 0.33 0.00 -0.16
C -0.03 -0.14 -0.13
H -0.06 0.12 -0.15
Os -0.06 0.68 2.09
C -1.48 -0.13 -0.27
C -0.05 0.19 0.04
H 0.30 -0.05 -0.35
C -0.34 -0.20 -1.12
O 0.66 -0.29 -0.13
H -0.49 -0.35 0.32
C -0.85 0.08 -0.28
H -0.21 0.27 0.04
C 0.08 -0.15 0.06
Cl -0.25 0.26 -0.14
Cl 0.01 0.16 -0.11
P 2.51 -2.99 -0.07
C -0.02 -0.03 -0.09
H 0.16 0.08 -0.09
H -0.08 -0.14 -0.03
H -0.15 0.10 0.14
C -0.07 -0.07 0.00
H 0.05 -0.01 0.13
H 0.10 -0.03 -0.10
H -0.18 0.15 0.01
C 0.07 -0.07 -0.04
H -0.01 -0.14 -0.03
H 0.07 0.04 0.15
H -0.08 0.17 -0.18
P 1.18 0.85 0.00
C -0.04 -0.20 0.14
C -0.21 -0.32 -0.16
H 0.02 -0.16 -0.26
H -0.18 0.24 -0.09
H 0.21 0.14 0.12
H -0.16 -0.15 0.26
H 0.30 0.10 -0.04
H -0.27 0.22 -0.06
C -0.37 -0.06 -0.09
H -0.02 -0.19 -0.23
H 0.16 0.21 0.04
H -0.21 -0.20 0.22
H -0.17 0.01 -0.21
C -0.31 0.23 0.15
S -0.10 1.26 0.25
C -0.21 0.08 0.05
O 0.03 -0.01 -0.01
H 0.24 0.03 0.06
H 0.05 -0.03 0.00
H 0.02 0.25 -0.08
H -0.08 -0.29 0.01
H 0.03 0.18 0.11
H 0.09 0.06 -0.19

Atomic charges from the Löwdin analysis, expressed in e, are listed below: atom 1 (P): 1.09, atom 2 (C): -0.31, atom 3 (C): -0.07, atom 4 (H): 0.11, atom 5 (C): -0.05, atom 6 (H): 0.12, atom 7 (C): -0.04, atom 8 (H): 0.12, atom 9 (C): -0.04, atom 10 (H): 0.12, atom 11 (C): -0.06, atom 12 (H): 0.11, atom 13 (C): -0.33, atom 14 (C): -0.09, atom 15 (H): 0.11, atom 16 (C): -0.05, atom 17 (H): 0.12, atom 18 (C): -0.05, atom 19 (H): 0.12, atom 20 (C): -0.05, atom 21 (H): 0.12, atom 22 (C): -0.06, atom 23 (H): 0.12, atom 24 (C): -0.31, atom 25 (C): -0.06, atom 26 (H): 0.12, atom 27 (C): -0.04, atom 28 (H): 0.12, atom 29 (C): -0.04, atom 30 (H): 0.12, atom 31 (C): -0.04, atom 32 (H): 0.12, atom 33 (C): -0.07, atom 34 (H): 0.09, atom 35 (Os): 0.99, atom 36 (C): -0.34, atom 37 (C): -0.36, atom 38 (H): 0.04, atom 39 (C): -0.40, atom 40 (O): -0.04, atom 41 (H): 0.06, atom 42 (C): -0.38, atom 43 (H): 0.13, atom 44 (C): -0.22, atom 45 (Cl): 0.08, atom 46 (Cl): 0.08, atom 47 (P): 0.59, atom 48 (C): -0.28, atom 49 (H): 0.04, atom 50 (H): 0.03, atom 51 (H): 0.06, atom 52 (C): -0.24, atom 53 (H): 0.03, atom 54 (H): 0.05, atom 55 (H): 0.07, atom 56 (C): -0.25, atom 57 (H): 0.03, atom 58 (H): 0.02, atom 59 (H): 0.06, atom 60 (P): 0.89, atom 61 (C): -0.16, atom 62 (C): -0.16, atom 63 (H): 0.08, atom 64 (H): 0.08, atom 65 (H): 0.08, atom 66 (H): 0.06, atom 67 (H): 0.08, atom 68 (H): 0.07, atom 69 (C): -0.16, atom 70 (H): 0.08, atom 71 (H): 0.08, atom 72 (H): 0.06, atom 73 (H): 0.02, atom 74 (C): -0.25, atom 75 (S): 0.61, atom 76 (C): -0.21, atom 77 (O): -0.49, atom 78 (H): 0.06, atom 79 (H): 0.08, atom 80 (H): 0.00, atom 81 (H): 0.08, atom 82 (H): 0.04, atom 83 (H): 0.06